186
Properties=species:S:1:pos:R:3 method="wB97M-V/def2-TZVPD" e_homo_ha=-0.3132 gap_ev=9.0 total_energy_ha=-2969.49636 lumo_ev=0.49 e_above_lowest_kcal_mol=0.0 smiles=COC[C@H](C)N.COC[C@H](C)N.COC[C@H](C)N.CCOCC.CCOCC.CCOCC.CCOCC.CCOCC.CCOCC.CCOCC.CCOCC.CCOCC
C 3.82 -3.93 -0.89
O -3.62 -1.25 1.16
H 2.73 -0.81 0.82
H 0.35 1.19 -2.32
H -6.03 2.65 1.31
H -1.17 4.97 -3.95
O 0.43 4.16 -6.02
H -4.29 5.81 2.76
C 3.21 -3.47 -2.14
H -4.90 -2.68 2.14
H 0.69 0.00 2.03
H -1.11 -2.04 0.65
H 0.27 -2.07 4.82
C -2.48 2.81 -2.32
C -3.78 5.11 2.10
H 3.66 -4.61 2.01
N -1.41 0.10 2.25
C -0.18 0.70 0.16
C 4.60 -0.12 -0.67
H -2.95 1.38 1.88
H 4.98 4.68 -2.03
H 0.27 5.56 -3.11
C -2.80 1.65 -3.29
H -3.35 -2.40 2.85
H 2.43 -5.86 2.02
H -1.39 -0.38 -5.69
H -5.02 5.87 -1.37
H 3.94 3.30 -2.07
C 2.66 -4.71 3.93
H 2.27 3.64 -6.98
C -2.30 2.91 4.58
H -4.45 4.36 1.69
H -5.28 -0.95 0.05
H -1.38 -5.41 1.07
O 4.78 -0.73 0.59
H 1.77 3.16 1.38
O 1.87 -3.17 -1.86
H -6.98 1.34 0.53
N -1.64 -1.31 4.87
H -2.00 3.93 2.22
O -3.44 3.82 -2.38
C 2.98 -0.75 -6.85
H 6.32 -1.09 -1.42
H -0.98 -1.97 -3.33
O 1.85 4.43 -0.86
H 0.84 -2.02 7.10
H -3.26 -6.13 -4.31
H 1.20 6.06 0.35
C 1.17 4.97 0.30
H -5.72 2.28 -0.30
H 0.62 -1.82 -5.88
H -4.40 -5.41 -2.36
C 0.58 3.10 -8.12
H -3.88 -0.01 -0.39
C 0.82 4.33 -4.70
C -3.10 5.02 -1.66
H -1.70 3.47 5.30
C -4.88 0.87 1.29
H -0.41 2.69 -7.94
C 1.27 3.27 -6.80
H -1.73 -5.45 -3.80
H 4.04 -8.56 5.82
H 4.25 0.92 -0.63
H -3.31 5.73 1.33
C 4.34 -0.43 -6.26
H 3.10 6.09 -1.13
H 3.72 4.84 -0.04
H -0.14 6.28 -4.63
H 1.37 2.32 -6.27
H -4.07 -4.43 0.04
H -2.14 5.28 3.40
C -0.19 -1.71 1.13
H 1.44 -0.02 5.48
C 3.93 4.38 -2.09
H 0.11 4.76 0.18
H 4.50 -0.69 -5.22
H -2.12 -2.19 5.00
H -3.66 7.03 -1.51
C -6.00 1.79 0.64
H -1.19 -0.42 9.63
H -2.52 1.07 5.75
H 5.02 -1.06 -6.84
H -0.02 0.79 6.02
H 1.08 2.42 -1.39
C 4.32 -7.55 5.51
H -4.10 2.48 2.11
H 3.82 -2.27 2.57
O -0.93 -1.05 7.78
C -3.33 -5.18 -2.37
C 5.97 -0.06 -1.31
H 1.67 -4.81 4.38
C -0.20 -0.15 1.42
H -5.18 0.64 2.32
H -0.68 -2.89 6.90
H -2.14 0.82 -3.00
H -2.08 5.34 -1.87
H -0.51 -1.76 -1.68
C -4.46 -0.36 0.46
C 3.16 5.02 -0.96
H -2.50 -3.70 -0.48
H -3.00 4.82 -0.60
H -0.09 -2.13 2.12
C -4.10 6.11 -1.89
H 3.82 -2.62 -2.46
C 3.28 -6.92 4.64
C 1.68 4.23 1.58
H -2.68 1.95 -4.33
C -2.44 -5.18 1.21
H 0.42 -0.78 -7.26
H -4.37 6.25 -2.94
O 1.98 -0.27 -5.94
H -1.52 3.17 -2.70
C -0.28 -1.35 5.42
H 5.98 0.35 -2.32
H -0.42 1.06 -5.69
H 3.59 0.55 1.61
H 3.48 -4.94 -0.65
C -2.99 -4.58 -0.08
O -3.21 3.74 3.99
H -1.62 2.41 3.90
H -1.27 -0.32 3.16
H -2.24 -0.34 1.88
H -3.35 -4.11 -2.54
H 3.55 -3.18 -0.14
H 1.99 -4.18 1.97
H -0.24 -0.03 -4.34
H 1.65 -1.42 -3.01
H 3.92 -0.73 -1.26
H 6.68 0.53 -0.73
C -2.66 4.45 2.92
C 3.58 -0.53 1.44
C -0.15 5.33 -4.09
C 1.22 -2.42 -2.89
H -1.03 0.49 -0.49
H 0.71 3.39 -4.15
H -2.97 -6.05 1.58
H 5.32 -7.61 5.08
O 1.10 0.53 -0.49
C -2.61 -5.97 -3.45
H -2.41 -6.95 -3.00
H -2.08 -0.84 5.65
H 0.38 4.09 -8.51
C -4.18 -1.89 2.35
H 3.04 -3.72 4.22
C -0.22 -1.91 6.84
H -3.78 1.20 -3.11
C -0.45 -1.02 9.10
H -0.71 -3.30 -2.26
H 1.38 -3.03 -3.78
H -0.35 1.76 0.38
H 2.83 -1.05 3.47
H 4.39 -6.96 6.42
H -2.47 -4.42 2.00
H 3.38 -4.24 -2.89
C 0.65 -0.77 -6.19
H 1.01 4.37 2.43
H 2.65 4.56 1.95
H 1.12 2.47 -8.84
H 0.56 -0.60 9.14
H 2.78 -1.81 -6.98
C -0.41 0.00 -5.41
H 1.82 4.76 -4.63
C 3.66 -1.21 2.78
C 0.37 0.06 5.31
H 3.24 -7.36 3.64
H -0.39 -2.04 9.48
C -3.13 1.86 5.33
C -0.29 -2.34 -2.58
O -2.81 -5.55 -1.11
O 3.63 -5.57 4.57
H 4.52 -0.81 3.32
N -3.77 1.78 1.45
H 3.52 4.66 -3.06
H 0.21 0.62 4.38
C 1.18 1.36 -1.63
H 2.82 -0.36 -7.86
H -4.56 -1.24 3.13
H 4.70 0.59 -6.42
H -3.81 1.36 4.64
H 4.87 -3.94 -1.15
H -2.37 2.43 -1.30
H -3.70 2.31 6.14
H 2.04 1.13 -2.26
H 2.31 -6.98 5.13
C 2.69 -4.88 2.43
H 0.71 -2.09 0.64


197
Properties=species:S:1:pos:R:3 method="wB97M-V/def2-TZVPD" e_homo_ha=-0.3154 gap_ev=9.2 total_energy_ha=-3524.79062 lumo_ev=0.66 e_above_lowest_kcal_mol=86.9 smiles=COC[C@H](C)N.COC[C@H](C)N.COC[C@H](C)N.COC[C@H](C)N.COCCNCCOC.COCCNCCOC.COCCNCCOC.COCCNCCOC.COCCNCCOC.CCO
H 7.53 1.61 -0.31
H -5.19 2.89 -5.20
H 0.05 0.13 0.80
H -3.02 6.29 -4.83
C -1.93 3.37 -4.15
H 0.01 1.54 -1.09
H -2.33 6.22 1.67
H 10.15 0.84 -0.03
H -1.08 -0.31 5.27
O 0.43 -5.35 5.07
C 2.68 1.30 -4.28
N 2.21 2.37 -3.43
N -1.56 -3.43 3.63
H 11.66 3.29 -0.54
C -3.64 -6.57 -1.99
C -2.97 -1.07 -3.20
H -3.95 7.00 -0.54
C -3.42 6.12 -0.88
C 5.30 0.41 -0.24
H 1.53 -7.03 5.73
H 4.01 3.09 1.00
C -2.84 -2.78 1.80
H -4.91 -2.68 0.42
C -1.20 -4.81 3.32
H -6.09 -1.12 -3.24
C -2.54 3.75 4.84
H -3.25 -0.56 -2.24
H 4.43 -0.12 -0.66
H -2.27 4.26 5.74
C 1.79 -1.46 3.25
H -1.57 0.62 3.36
H 3.62 -0.21 -8.04
H -0.85 0.13 7.04
O -2.70 4.50 -3.95
H 2.04 0.45 5.80
H 0.12 -6.98 -0.52
H -2.06 -7.87 -1.50
N -0.78 3.18 -1.89
H 3.09 2.08 -0.26
C -0.31 -5.94 -0.51
H 0.00 1.64 5.30
H -3.93 4.95 -5.53
O -1.33 -1.83 6.85
H 3.64 0.93 -3.88
H -0.99 -1.00 -2.74
H -2.46 1.69 5.29
H -5.65 -2.44 -4.41
C -0.88 -5.56 4.60
H -3.75 -2.44 2.43
H -2.96 -1.74 8.10
H -2.93 -3.89 1.78
O -1.31 -2.54 -4.11
O -2.86 -2.24 0.48
H -3.24 -2.66 6.53
H -0.73 -2.59 1.81
H -1.54 -5.43 5.49
H 0.92 -2.05 3.56
H -2.83 -0.23 -3.93
C 1.74 0.08 -4.23
O -1.37 -5.94 -1.46
H 0.17 6.66 0.57
H -0.57 -5.71 0.48
N 1.58 -0.29 5.33
H -3.25 6.30 -1.99
H -0.29 -4.23 -4.67
H -1.64 -1.43 2.90
H -0.98 -6.64 4.37
C 3.23 0.75 -7.74
H -2.41 2.69 -4.87
H 3.70 1.31 1.31
H 9.03 -0.41 -1.83
O 0.50 0.69 -1.13
C -2.09 5.45 0.98
C 0.00 -0.24 -0.26
H -0.24 4.20 0.77
H 3.46 2.71 -5.78
H -2.87 -7.75 -3.73
H 0.64 -2.04 -1.39
H -3.64 -2.50 -4.29
H 6.50 -0.85 -1.56
N 0.21 6.17 1.45
H 1.81 6.41 3.57
H 2.90 -1.85 4.98
H -2.79 4.56 1.08
H 1.95 2.02 -2.53
H 5.51 0.03 0.75
H 1.50 2.39 3.69
H -1.11 -3.10 4.48
C -2.98 5.26 -5.12
H 3.37 -0.26 4.20
H -3.21 -0.89 6.55
H -4.32 -6.81 -4.04
H -4.46 -0.99 0.00
C -2.35 -6.89 -1.14
H -2.11 4.47 4.12
H -6.26 -0.47 -5.62
H 6.00 0.77 -2.10
H 0.00 -6.83 6.44
C 3.87 2.05 0.54
H 1.33 -0.62 2.70
H 3.01 2.96 -3.28
H 2.97 3.08 3.10
H -1.10 -0.40 -0.38
H 1.86 -0.36 -3.21
N -0.52 2.46 5.40
H -1.01 -4.28 -3.00
C -5.24 -0.45 -5.10
C -5.31 -1.46 -3.97
H 0.72 -2.17 0.46
H -2.12 5.15 -5.84
H 2.15 0.81 -7.91
C 3.13 -3.35 2.69
H 0.74 0.46 -4.51
H -3.63 1.65 -2.59
H -6.37 2.13 -5.96
H 2.06 -0.63 -4.99
H 10.82 1.07 -1.62
C -0.71 5.02 1.37
H 0.07 3.35 -2.42
H -3.61 3.71 4.71
H -2.75 -6.90 -0.13
C -4.16 -2.06 -0.07
H 1.83 4.76 1.01
C 0.86 -6.22 6.11
H 1.74 3.04 1.95
H -1.12 4.11 -1.65
H -4.20 -2.43 -1.13
C -2.94 2.17 -1.99
H 8.41 1.08 -2.64
H -4.63 1.90 -6.56
H 0.46 -3.34 -3.33
C -1.84 2.34 4.77
O 9.69 2.64 -0.93
H -0.04 3.26 4.96
H -4.35 -5.16 -0.78
C 9.91 1.29 -1.06
H -3.28 0.06 1.70
C 2.84 1.80 -5.71
H 10.32 4.28 0.15
C -0.48 -3.64 -3.76
H -0.32 -4.85 2.69
C -1.61 -2.47 2.53
H 3.20 5.47 3.09
H -3.90 1.63 1.18
H -3.50 3.03 -1.63
H 10.60 2.75 0.82
O 2.59 -2.11 2.28
C -1.69 -1.78 -2.98
H 1.79 -1.14 -0.45
N 7.64 0.64 -0.69
O -5.07 0.93 -4.66
H -1.84 -2.38 -2.12
O 3.48 0.75 -6.37
H 3.56 -3.89 1.82
C -1.96 1.70 3.41
O 1.44 4.36 3.48
C -3.37 -6.80 -3.46
H 1.38 -5.74 6.97
H 2.20 6.47 1.03
N -4.03 -1.99 -3.51
C 0.79 -1.53 -0.42
H -0.95 3.63 -4.56
H -4.40 -0.68 -5.78
C 2.07 5.55 2.96
C -1.69 2.55 -2.79
H -4.41 -7.27 -1.61
C 2.53 -0.97 4.46
H -2.59 1.68 -1.09
C -5.30 1.93 -5.67
C -3.81 0.99 2.04
H 1.26 -1.35 7.14
H -2.84 -5.95 -3.90
H -1.55 2.27 2.53
H -1.16 1.72 -3.19
N -4.19 -5.28 -1.73
H -4.81 0.59 2.30
C 1.61 5.69 1.51
O 5.08 1.82 -0.21
H 3.88 -3.21 3.47
C 8.70 0.62 -1.64
H -3.52 -4.59 -2.00
C 6.38 0.20 -1.23
H 0.72 -2.11 5.66
H -1.96 -5.36 2.80
C 0.81 -1.11 6.16
C -2.76 -1.81 7.04
H 0.49 -5.24 -0.81
C 1.92 3.15 3.02
O -2.13 5.96 -0.37
H 2.37 -3.97 3.27
C -0.68 -0.68 6.30
O -3.36 1.66 3.14
H 1.84 1.97 -6.15
C 10.64 3.28 -0.12
H -4.13 5.29 -0.62
H -0.78 4.70 2.42
H 3.73 1.58 -8.24